# 1
Entry from the Open Molecules 2025 dataset: one molecule with the formula C6H6O (the ωB97M-V functional and the def2-TZVPD basis).

The geometry in ORCA input format:
```
! wB97M-V def2-TZVPD RIJCOSX def2/J DEFGRID3
* xyz 0 1
C 0.13102 -1.33799 2.67288
C 0.07031 -0.78136 1.60653
C -0.19765 -0.26292 0.30853
C -0.08996 -0.77477 -0.90776
C -0.02531 0.32633 -1.92424
O -0.06684 1.52649 -1.15049
C -0.11113 1.19377 0.23698
H 0.37170 -1.68882 3.64424
H 0.06941 -1.80949 -1.11528
H 0.90304 0.31672 -2.50680
H -0.84621 0.33593 -2.65397
H -0.90298 1.77714 0.67532
H 0.69458 1.17899 1.11405
*
```

The calculation puts the largest force on an atom at 3.1 eV Å⁻¹. The relative energy (zero: lowest compared OMol25 entry of this formula, charge and spin) comes out at 3.802 eV. As for the SMILES: C#CC1=CCOC1. The value obtained for the total energy is -8362.7040 eV. The calculation puts the gap between HOMO and LUMO at 9.92 eV.

=====

# 2
Entry from the Open Molecules 2025 dataset: one molecule with the formula C6H6O (the ωB97M-V functional and the def2-TZVPD basis).

The geometry in ORCA input format:
```
! wB97M-V def2-TZVPD RIJCOSX def2/J DEFGRID3
* xyz 0 1
O 0.61005 -2.34562 -0.46267
C 0.29343 -1.01666 -0.18853
C -0.71239 -0.74089 0.71118
C -1.16537 0.57717 0.79475
C -0.36484 1.55564 0.24213
C 0.86092 1.27128 -0.34882
C 1.20388 -0.03550 -0.60266
H -0.17901 -2.68994 -0.89756
H -1.03947 -1.48499 1.42719
H -2.12162 0.82436 1.23020
H -0.71236 2.57873 0.15951
H 1.34029 2.05839 -0.91255
H 1.98648 -0.55196 -1.15217
*
```

The calculation puts the largest force on an atom at 2.3 eV Å⁻¹. The relative energy (zero: lowest compared OMol25 entry of this formula, charge and spin) comes out at 0.664 eV. As for the SMILES: Oc1ccccc1. The value obtained for the total energy is -8365.8417 eV. The calculation puts the gap between HOMO and LUMO at 9.90 eV.

=====

# 3
Entry from the Open Molecules 2025 dataset: one molecule with the formula C6H6O (the ωB97M-V functional and the def2-TZVPD basis).

The geometry in ORCA input format:
```
! wB97M-V def2-TZVPD RIJCOSX def2/J DEFGRID3
* xyz 0 1
C 1.82844 -1.76476 0.31524
C 1.32256 -0.83691 -0.28557
C 0.81202 0.39526 -0.76466
C -0.28478 1.06930 0.13288
C -1.07754 -0.04482 0.83863
C -2.27112 -0.16489 0.30089
O -3.14367 -0.05307 -0.50349
H 2.15296 -2.71275 0.68259
H 1.74013 1.09825 -0.88069
H 0.32631 0.22190 -1.74776
H 0.26816 1.71839 0.79902
H -0.88140 1.52938 -0.66480
H -0.79205 -0.45526 1.77771
*
```

The calculation puts the largest force on an atom at 3.1 eV Å⁻¹. The relative energy (zero: lowest compared OMol25 entry of this formula, charge and spin) comes out at 3.487 eV. As for the SMILES: C#CCCC=C=O. The value obtained for the total energy is -8363.0196 eV. The calculation puts the gap between HOMO and LUMO at 9.49 eV.